Arrangement one

ORCA calculation (wB97M-V/def2-TZVPD) on an isolated molecule of C20H23NO5.

```
49
Properties=species:S:1:pos:R:3:mulliken_charge:R:1
O 1.377 0.892 0.302 -0.76
O -0.430 -3.147 -0.352 -0.66
O 0.720 5.211 -4.332 -0.47
O 1.110 -0.372 -1.535 -0.28
O 1.180 5.635 -1.508 -0.44
N -0.377 -1.247 0.882 0.03
C -1.870 -4.496 4.602 -0.37
C 0.738 2.941 -3.946 -0.67
C -1.514 -1.528 1.729 -0.89
C 1.176 3.229 -1.250 -0.38
C 1.067 1.952 -1.801 -0.56
C 1.330 -1.564 -0.789 -0.73
C 0.069 -2.079 -0.069 0.74
C -1.339 -4.926 2.309 -0.16
C 0.848 4.228 -3.413 0.52
C -1.171 -4.152 3.450 0.57
C 0.809 6.578 -3.990 -0.72
C 1.199 0.800 -0.898 0.75
C 1.073 4.371 -2.025 1.29
C 1.411 5.781 -0.127 -0.94
C -1.089 -1.660 3.191 -0.64
C -0.282 -2.940 3.447 -1.08
C -2.877 -6.355 3.473 -0.38
C 0.844 1.812 -3.167 -0.81
C -2.188 -6.019 2.321 -0.75
C -2.716 -5.590 4.616 -0.57
H -0.810 -4.671 1.402 0.31
H -1.982 -1.664 3.820 0.39
H 0.565 2.867 -5.008 0.43
H -0.488 -0.788 3.461 0.44
H -2.242 -0.715 1.625 0.31
H 0.217 -2.855 4.415 0.41
H 0.670 7.112 -4.930 0.29
H -3.249 -5.846 5.520 0.37
H 2.121 -1.393 -0.048 0.33
H 0.029 6.870 -3.286 0.27
H -3.538 -7.210 3.483 0.37
H 0.483 -3.040 2.675 0.37
H 1.464 6.855 0.044 0.24
H -1.966 -2.457 1.377 0.45
H 1.786 6.827 -3.572 0.27
H 1.348 3.292 -0.187 0.56
H -1.745 -3.902 5.497 0.38
H -2.310 -6.611 1.426 0.40
H 2.356 5.319 0.174 0.36
H 0.593 5.359 0.465 0.35
H 0.151 -0.403 1.073 0.26
H 1.644 -2.314 -1.516 0.30
H 0.755 0.831 -3.603 0.48
```

**Frontier orbital gap**: 8.96 eV
**HOMO**: -0.3134 Ha
**E_LUMO**: 0.430 eV
**Molar mass**: 357.4 g mol⁻¹
**Structure (SMILES)**: COc1ccc(C(=O)OCC(=O)NCCCc2ccccc2)cc1OC

---

Arrangement two

ORCA calculation (wB97M-V/def2-TZVPD) on an isolated molecule of C20H23NO5.

```
49
Properties=species:S:1:pos:R:3:mulliken_charge:R:1
O -1.670 -3.522 -2.099 -0.68
O -5.234 -4.990 -0.876 -0.39
O -2.015 2.507 0.795 -0.66
O 6.475 3.281 2.323 -0.45
O -3.631 -2.402 -1.962 -0.26
N -0.360 -1.438 -0.837 -0.04
C -2.231 -0.227 -0.578 0.33
C -1.127 0.467 -0.016 0.71
C 4.465 2.114 2.563 -0.92
C 2.795 2.041 0.825 0.20
C 4.852 3.273 0.499 -0.45
C 0.312 2.104 1.184 -1.07
C 7.342 4.099 1.576 -0.84
C 3.241 1.688 2.096 -0.23
C 1.456 1.581 0.306 0.27
C -1.719 -1.414 -1.079 0.06
C -1.071 1.761 0.646 0.68
C -2.313 -2.548 -1.760 0.35
C -4.331 -3.465 -2.604 -0.48
C -5.517 -3.922 -1.741 -0.55
C 3.619 2.835 0.044 -0.87
C 1.383 0.048 0.215 -0.89
C -3.641 0.232 -0.603 -1.43
C 0.009 -0.321 -0.202 -0.33
C 5.288 2.914 1.768 0.91
C -4.317 -4.690 0.151 -0.52
H -6.312 -4.292 -2.391 0.36
H 0.380 1.664 2.183 0.29
H -4.034 0.194 -1.617 0.29
H 8.211 4.265 2.211 0.24
H 1.606 -0.391 1.192 0.24
H -4.345 -5.534 0.838 0.27
H 1.318 1.985 -0.703 0.52
H -3.297 -4.577 -0.231 0.17
H 2.625 1.074 2.737 0.28
H -5.886 -3.052 -1.176 0.32
H -4.604 -3.775 0.683 0.28
H 2.123 -0.330 -0.494 0.39
H 4.811 1.843 3.547 0.41
H -3.703 1.246 -0.220 0.43
H -4.259 -0.421 0.011 0.23
H -4.696 -3.077 -3.559 0.39
H -3.645 -4.298 -2.785 0.40
H 0.223 -2.210 -1.125 0.24
H 7.661 3.608 0.651 0.34
H 5.457 3.892 -0.145 0.39
H 3.296 3.126 -0.946 0.35
H 6.881 5.062 1.337 0.34
H 0.382 3.187 1.296 0.40
```

**Frontier orbital gap**: 9.17 eV
**HOMO**: -0.3144 Ha
**E_LUMO**: 0.616 eV
**Molar mass**: 357.4 g mol⁻¹
**Structure (SMILES)**: COCCOC(=O)c1[nH]c2c(c1C)C(=O)C[C@@H](c1ccc(OC)cc1)C2

---

Most favorable structure: arrangement two. The second most favorable one is 1.7 kcal/mol above it.

---

Arrangement one

ORCA calculation (wB97M-V/def2-TZVPD) on C26H16AlF15GeIS5 as an isolated structure.

```
65
Properties=species:S:1:pos:R:3:mulliken_charge:R:1
I -0.537 6.913 -0.288 -0.22
Ge -0.281 -1.542 0.328 0.46
S -2.297 3.541 0.026 0.07
S 0.226 3.706 -2.242 -0.07
S 2.455 4.342 -0.363 -0.04
S -0.319 0.712 0.472 0.31
S 0.508 3.638 2.205 -0.20
Al -0.016 4.410 0.144 0.30
F 5.148 -1.124 0.079 -0.28
F 2.655 -0.074 0.187 0.12
F -2.758 -3.317 0.765 -0.32
F 5.490 -3.860 0.195 -0.28
F -0.308 -2.957 -4.918 -0.28
F 0.788 -1.757 3.463 -0.29
F -3.061 -3.722 5.433 -0.27
F -3.364 -1.046 -0.850 -0.43
F 0.864 -4.442 0.427 -0.33
F -2.850 -2.332 -5.304 -0.29
F -4.379 -1.364 -3.342 -0.30
F -4.169 -3.984 3.029 -0.27
F 0.786 -2.731 -2.476 -0.27
F -0.598 -2.531 5.680 -0.28
F 3.436 -5.473 0.336 -0.28
C 3.182 -4.159 0.322 0.04
C 2.847 3.097 -1.657 -0.74
C 3.172 3.818 1.193 -0.67
C -2.538 -1.479 -1.820 0.31
C -1.208 -1.797 -1.543 -0.54
C -2.813 1.979 0.859 -0.75
C 4.275 -3.303 0.267 0.77
C 4.092 -1.924 0.203 -0.34
C -2.328 -2.132 -4.107 0.81
C 2.796 -1.432 0.269 -0.03
C -2.393 -3.268 4.347 0.61
C -0.501 -2.197 3.337 0.34
C 1.669 -2.235 0.293 -0.30
C -1.084 -2.273 2.082 -0.35
C -0.997 -2.446 -3.889 0.05
C -2.958 -3.430 3.114 0.26
C -2.368 3.147 -1.739 -1.09
C 1.932 -3.607 0.353 0.65
C 1.621 2.548 -2.313 0.32
C -3.100 -1.632 -3.085 0.09
C -2.253 -3.013 1.985 0.17
C -1.149 2.514 -2.338 0.76
C -1.156 -2.629 4.458 0.12
C -0.496 -2.337 -2.619 0.57
C -1.709 1.187 1.536 -0.62
C 2.204 2.973 1.995 0.19
H 1.779 2.356 -3.378 0.56
H 2.569 2.881 3.037 0.47
H 3.404 4.726 1.753 0.37
H -1.295 1.825 2.335 0.37
H -2.585 4.121 -2.199 0.44
H 4.092 3.236 1.016 0.43
H -1.353 2.301 -3.402 0.54
H 2.087 1.950 1.611 -0.43
H -3.561 2.328 1.597 0.53
H 3.449 2.325 -1.172 0.33
H -0.869 1.583 -1.823 -0.77
H -2.117 0.269 1.955 0.38
H 3.511 3.627 -2.340 0.42
H -3.377 1.394 0.135 0.18
H -3.211 2.475 -1.807 0.50
H 1.321 1.629 -1.807 -0.48
```

**Frontier orbital gap**: 8.86 eV
**HOMO**: -0.4305 Ha
**E_LUMO**: -2.860 eV
**Charge**: +1
**Molar mass**: 1000.2 g mol⁻¹

---

Arrangement two

ORCA calculation (wB97M-V/def2-TZVPD) on C26H16AlF15GeIS5 as an isolated structure.

```
65
Properties=species:S:1:pos:R:3:mulliken_charge:R:1
I 8.610 18.754 10.569 -0.25
Ge 8.943 9.913 10.848 0.30
S 9.932 15.122 12.472 -0.14
S 11.594 16.263 9.688 -0.07
S 9.172 15.629 8.161 -0.08
S 9.311 12.077 11.405 0.04
S 6.947 15.012 10.603 -0.11
Al 9.267 16.198 10.577 0.41
F 11.772 10.861 9.804 -0.23
F 14.168 9.659 9.991 -0.29
F 6.052 10.490 9.905 -0.46
F 4.955 10.666 7.283 -0.33
F 9.793 9.244 13.989 -0.34
F 10.175 9.151 8.090 -0.20
F 9.657 6.979 11.387 -0.28
F 5.605 7.781 15.486 -0.29
F 9.092 9.382 5.521 -0.28
F 12.038 5.678 11.281 -0.28
F 14.387 7.068 10.762 -0.25
F 8.064 8.802 16.126 -0.26
F 4.823 7.378 12.954 -0.27
F 6.441 9.856 5.234 -0.27
F 6.585 7.909 10.884 -0.37
C 11.834 9.599 10.334 0.15
C 6.005 7.982 13.175 -0.03
C 6.520 15.279 8.825 -0.99
C 8.084 8.985 12.386 0.08
C 11.619 14.678 8.757 -0.69
C 13.073 9.015 10.465 -0.12
C 8.490 8.993 13.709 0.36
C 7.626 12.610 11.821 -1.01
C 6.274 10.344 7.536 0.28
C 7.692 8.715 14.840 -0.14
C 6.823 10.275 8.815 -0.25
C 12.006 6.979 11.073 0.02
C 6.874 8.354 12.145 0.54
C 6.470 8.196 14.495 0.56
C 7.574 14.839 7.832 -0.21
C 10.771 7.650 11.024 0.41
C 8.334 9.582 6.615 0.32
C 12.391 15.698 11.202 -0.78
C 8.907 9.508 7.896 0.43
C 7.026 9.935 6.432 0.47
C 10.244 14.211 8.319 0.32
C 6.856 13.216 10.676 0.36
C 11.640 14.684 12.113 0.04
C 10.624 8.976 10.661 0.00
C 13.200 7.638 10.828 0.54
C 8.151 9.907 9.011 0.21
H 6.319 16.350 8.815 0.48
H 7.784 13.313 12.668 0.69
H 7.238 15.072 6.852 0.60
H 13.301 15.166 10.959 0.50
H 5.829 12.934 10.783 0.65
H 7.091 11.760 12.218 0.30
H 12.581 16.549 11.860 0.41
H 11.590 13.662 11.670 -0.30
H 12.123 14.653 13.118 0.50
H 7.175 12.831 9.685 -0.68
H 5.643 14.639 8.730 0.50
H 10.368 13.752 7.320 0.62
H 7.602 13.753 7.916 -0.06
H 12.255 14.970 7.872 0.48
H 12.226 13.862 9.243 0.25
H 9.850 13.476 9.064 -0.49
```

**Frontier orbital gap**: 8.93 eV
**HOMO**: -0.4337 Ha
**E_LUMO**: -2.874 eV
**Charge**: +1
**Molar mass**: 1000.2 g mol⁻¹

---

Most favorable structure: arrangement one. The second most favorable one is 18.1 kcal/mol above it.

---

Arrangement one

ORCA calculation (wB97M-V/def2-TZVPD) on an isolated molecule of CH3N2PS.

```
8
Properties=species:S:1:pos:R:3:mulliken_charge:R:1
S 1.153 1.280 -0.483 -0.10
P -0.489 0.747 0.686 0.05
N -1.092 -0.489 -0.329 -0.55
N 2.334 -1.276 0.089 -0.36
C 1.830 -0.286 -0.132 0.31
H -0.383 -1.201 -0.114 0.29
H -2.084 -0.695 0.004 0.29
H -1.268 1.920 0.280 0.07
```

**Frontier orbital gap**: 9.60 eV
**HOMO**: -0.3364 Ha
**E_LUMO**: 0.446 eV
**Molar mass**: 106.1 g mol⁻¹
**Structure (SMILES)**: N#CSPN

---

Arrangement two

ORCA calculation (wB97M-V/def2-TZVPD) on a 2-piece molecular cluster, CH3N2PS overall.

```
8
Properties=species:S:1:pos:R:3:mulliken_charge:R:1
S 1.412 0.579 -1.208 -0.18
P -0.047 -0.795 -0.446 0.46
N 0.659 -1.221 0.983 -0.38
N -2.212 2.317 -0.126 -0.43
C -1.932 1.230 -0.215 -0.19
H 1.609 -1.277 1.322 0.25
H 0.448 0.930 -1.956 0.20
H 0.063 -1.763 1.645 0.27
```

**Frontier orbital gap (alpha / beta)**: 7.78 / 7.78 eV
**HOMO (alpha / beta)**: -0.3427 / -0.3427 Ha
**E_LUMO (alpha / beta)**: -1.549 / -1.549 eV
**Molar mass**: 106.1 g mol⁻¹

---

Most favorable structure: arrangement one. The second most favorable one is 36.1 kcal/mol above it.

---

Arrangement one

ORCA calculation (wB97M-V/def2-TZVPD) on a 2-piece molecular cluster, C5H15NS overall.

```
22
Properties=species:S:1:pos:R:3:mulliken_charge:R:1
S -1.350 0.340 -1.052 0.03
N 1.449 2.247 0.648 -0.67
C 1.244 1.061 1.470 -0.53
C 1.862 -0.181 0.836 -0.12
C -1.087 -0.306 -2.717 -0.93
C 1.391 -1.448 1.557 -1.12
C -2.941 -0.429 -0.697 -0.97
H 1.561 -0.244 -0.213 0.14
H -2.866 -1.517 -0.695 0.28
H -0.979 -1.386 -2.709 0.28
H 0.198 0.843 1.717 0.23
H 2.948 -0.101 0.852 0.31
H 1.497 -1.334 2.639 0.31
H -3.688 -0.064 -1.400 0.34
H -1.913 -0.014 -3.359 0.37
H 1.956 -2.330 1.258 0.35
H 0.337 -1.612 1.339 0.22
H -0.174 0.149 -3.097 0.29
H 1.761 1.222 2.418 0.42
H 1.091 3.070 1.116 0.23
H -3.232 -0.122 0.310 0.30
H 0.934 2.156 -0.221 0.24
```

**Frontier orbital gap**: 9.59 eV
**HOMO**: -0.3192 Ha
**E_LUMO**: 0.905 eV
**Molar mass**: 121.2 g mol⁻¹
**Structure (SMILES)**: CCCN.CSC

---

Arrangement two

ORCA calculation (wB97M-V/def2-TZVPD) on a 2-piece molecular cluster, C5H15NS overall.

```
22
Properties=species:S:1:pos:R:3:mulliken_charge:R:1
S 3.296 -0.359 -0.726 -0.24
N -2.051 0.059 -0.948 -0.12
C -3.107 -0.932 -0.978 -0.94
C 1.912 0.623 1.423 -1.07
C -0.767 -0.533 -1.244 -0.82
C -2.033 0.772 0.314 -0.86
C 3.322 0.276 0.987 -0.39
H 1.925 1.011 2.443 0.39
H -3.121 -1.420 -1.954 0.31
H 1.253 -0.245 1.416 0.28
H 3.758 -0.477 1.639 0.33
H -0.495 -1.360 -0.564 0.29
H -0.752 -0.914 -2.265 0.34
H -1.864 0.109 1.177 0.30
H 1.484 1.400 0.790 0.26
H -2.994 1.265 0.468 0.33
H -1.265 1.543 0.269 0.26
H 3.957 1.158 1.020 0.34
H 4.543 -0.015 -1.062 0.10
H -2.949 -1.728 -0.229 0.34
H 0.018 0.219 -1.169 0.24
H -4.068 -0.452 -0.809 0.32
```

**Frontier orbital gap**: 9.32 eV
**HOMO**: -0.3105 Ha
**E_LUMO**: 0.875 eV
**Molar mass**: 121.2 g mol⁻¹
**Structure (SMILES)**: CN(C)C.CCS

---

Most favorable structure: arrangement one. The second most favorable one is 11.1 kcal/mol above it.

---

Arrangement one

ORCA calculation (wB97M-V/def2-TZVPD) on a 4-piece molecular cluster, C3H10O3 overall.

```
16
Properties=species:S:1:pos:R:3:mulliken_charge:R:1
O 2.475 -1.873 2.346 -0.93
O 1.688 -1.247 0.078 -0.71
O 0.264 -0.976 3.255 -0.70
C -2.695 2.123 -3.420 -0.17
C -1.375 1.057 -1.633 -0.81
C -1.823 2.305 -2.449 0.08
H 2.137 -1.674 -0.647 0.28
H -2.160 0.337 -1.950 0.26
H -1.042 3.063 -2.414 0.36
H -3.470 2.816 -3.487 0.32
H -0.232 -1.508 3.923 0.29
H -0.421 0.741 -2.116 0.28
H 3.244 -1.867 2.909 0.21
H 2.102 -1.546 0.993 0.42
H -1.290 0.958 -0.539 0.41
H 1.067 -1.465 2.915 0.43
```

**Frontier orbital gap**: 1.91 eV
**HOMO**: -0.2654 Ha
**E_LUMO**: -5.309 eV
**Molar mass**: 94.1 g mol⁻¹

---

Arrangement two

ORCA calculation (wB97M-V/def2-TZVPD) on a 3-piece molecular cluster, C3H10O3 overall.

```
16
Properties=species:S:1:pos:R:3:mulliken_charge:R:1
O 0.342 -1.161 2.333 -0.65
O 1.472 0.766 0.065 -0.46
O 0.315 -1.794 -1.261 -0.63
C -1.709 0.261 -0.069 -0.77
C 0.526 1.435 -0.329 -0.05
C -0.844 1.109 -1.036 -0.28
H -1.419 2.139 -1.249 0.29
H -1.140 -0.614 0.305 0.16
H 1.139 -1.300 -1.270 0.32
H 0.537 -1.050 1.435 0.25
H -1.889 0.999 0.865 0.24
H 0.105 -0.211 2.638 0.36
H -0.705 0.644 -2.090 0.27
H 0.579 2.519 -0.121 0.35
H 0.621 -2.405 -0.539 0.31
H -2.693 -0.037 -0.469 0.32
```

**Frontier orbital gap**: 10.76 eV
**HOMO**: -0.3755 Ha
**E_LUMO**: 0.543 eV
**Molar mass**: 94.1 g mol⁻¹
**Structure (SMILES)**: CCC=O.O.O

---

Arrangement three

ORCA calculation (wB97M-V/def2-TZVPD) on a 3-piece molecular cluster, C3H10O3 overall.

```
16
Properties=species:S:1:pos:R:3:mulliken_charge:R:1
O 1.534 -0.671 0.729 -0.45
O -0.560 -3.066 1.006 -0.64
O -0.532 -1.354 -1.856 -0.67
C -0.174 2.068 -0.566 -1.02
C 1.277 0.508 0.815 0.00
C -0.102 1.048 0.569 -0.49
H -1.433 -1.620 -1.609 0.34
H -0.755 0.195 0.474 0.40
H -0.468 1.506 1.492 0.36
H 2.106 1.214 0.993 0.37
H -0.651 2.989 -0.231 0.30
H 0.799 2.352 -0.973 0.35
H -0.766 1.727 -1.404 0.28
H 0.233 -2.796 1.481 0.31
H -0.238 -0.991 -1.007 0.21
H -0.269 -3.110 0.088 0.33
```

**Frontier orbital gap**: 11.09 eV
**HOMO**: -0.3800 Ha
**E_LUMO**: 0.748 eV
**Molar mass**: 94.1 g mol⁻¹
**Structure (SMILES)**: CCC=O.O.O

---

Most favorable structure: arrangement three. The second most favorable one is 20.4 kcal/mol above it.

---

Arrangement one

ORCA calculation (wB97M-V/def2-TZVPD) on an isolated molecule of C8H8N2O.

```
19
Properties=species:S:1:pos:R:3:mulliken_charge:R:1
O 1.412 -1.190 -2.030 -0.48
N -0.526 0.066 -1.172 -0.28
N -0.355 0.297 -4.563 -0.36
C 0.641 -0.026 -2.155 0.22
C -0.094 0.389 2.950 -0.65
C -1.310 0.357 2.341 -0.36
C 0.942 -0.005 0.703 -0.57
C 1.041 0.210 2.079 -0.49
C -0.316 0.087 0.174 0.81
C 0.072 0.103 -3.507 -0.01
C -1.472 0.150 0.939 -0.59
H -0.192 0.809 3.930 0.36
H 0.944 -1.939 -2.191 0.29
H -1.463 -0.237 -1.611 0.29
H 1.429 0.789 -2.061 0.29
H 1.997 -0.076 2.512 0.31
H -2.406 0.129 0.439 0.33
H -2.113 0.275 3.054 0.34
H 1.769 -0.188 0.169 0.56
```

**Frontier orbital gap**: 8.86 eV
**HOMO**: -0.3061 Ha
**E_LUMO**: 0.529 eV
**Molar mass**: 148.2 g mol⁻¹
**Structure (SMILES)**: N#C[C@H](O)Nc1ccccc1

---

Arrangement two

ORCA calculation (wB97M-V/def2-TZVPD) on an isolated molecule of C8H8N2O.

```
19
Properties=species:S:1:pos:R:3:mulliken_charge:R:1
O -4.051 0.505 -0.057 -0.52
N -2.088 -0.198 0.019 0.83
N -3.325 -0.437 0.009 -0.58
C 1.244 1.466 0.034 -0.65
C -1.333 1.098 -0.036 -0.56
C 1.467 -1.372 -0.056 -0.48
C 0.232 -0.804 -0.064 0.17
C 2.620 -0.576 -0.030 -0.41
C 0.114 0.612 -0.047 0.67
C 2.544 0.831 0.022 -0.44
C -1.241 -1.392 0.068 -0.56
H -1.288 -1.777 1.082 0.26
H 1.634 -2.439 -0.242 0.35
H 1.088 2.538 -0.002 0.41
H 3.605 -1.073 0.019 0.34
H -1.585 1.837 0.793 0.25
H 3.403 1.529 0.078 0.33
H -1.599 -2.047 -0.661 0.34
H -1.441 1.700 -0.928 0.26
```

**Frontier orbital gap**: 9.66 eV
**HOMO**: -0.3286 Ha
**E_LUMO**: 0.720 eV
**Molar mass**: 148.2 g mol⁻¹
**Structure (SMILES)**: O=NN1Cc2ccccc2C1

---

Most favorable structure: arrangement one. The second most favorable one is 17.9 kcal/mol above it.